Record 1
C27H38N5OSTi | wB97M-V/def2-TZVPD

HOMO (alpha / beta): -12.52 / -13.37 eV
Spin multiplicity: 2
Net charge: +2
Relative energy (zero: lowest compared OMol25 entry of this formula, charge and spin): 1.0536 eV
Kohn-Sham gap (alpha / beta): 6.83 / 7.78 eV

Last column: Löwdin spin population.
Geometry (Å):
Ti (0.232, -1.157, 0.296)  0.8590
C (4.213, -2.236, -0.950)  0.0005
C (3.131, -3.306, -0.726)  0.0058
C (2.609, -3.843, -2.062)  0.0005
C (2.044, -2.865, 0.240)  0.0257
C (2.330, -1.952, 1.270)  0.0047
C (1.495, -1.822, 2.385)  0.0044
C (0.316, -2.564, 2.495)  0.0113
C (-0.423, -2.657, 3.796)  0.0023
C (-0.058, -3.347, 1.388)  0.0074
C (0.791, -3.506, 0.292)  0.0074
H (4.737, -2.436, -1.883)  0.0000
H (4.961, -2.241, -0.158)  0.0000
H (3.793, -1.232, -1.012)  0.0001
H (3.604, -4.149, -0.211)  0.0019
H (2.150, -3.054, -2.658)  0.0000
H (1.892, -4.654, -1.942)  0.0000
H (3.446, -4.250, -2.627)  0.0000
H (3.277, -1.433, 1.277)  0.0003
H (1.829, -1.230, 3.228)  0.0005
H (0.138, -3.311, 4.468)  0.0008
H (-1.414, -3.091, 3.674)  0.0000
H (-0.512, -1.693, 4.297)  0.0002
H (-0.956, -3.950, 1.446)  0.0003
H (0.530, -4.239, -0.459)  0.0002
N (-2.171, -1.866, -1.798)  0.0075
C (-2.663, -1.558, -0.540)  0.0045
C (-4.053, -1.588, -0.359)  -0.0003
C (-4.580, -1.272, 0.868)  0.0018
C (-3.708, -0.946, 1.908)  0.0006
C (-2.361, -0.959, 1.660)  0.0081
N (-1.823, -1.258, 0.455)  0.0117
C (-1.007, -1.434, -2.415)  0.0104
C (-0.983, -1.408, -3.810)  -0.0017
C (0.151, -0.987, -4.464)  0.0084
C (1.256, -0.607, -3.701)  -0.0009
C (1.160, -0.655, -2.337)  0.0149
N (0.047, -1.060, -1.672)  0.0145
H (-2.884, -2.145, -2.452)  0.0002
H (-4.693, -1.836, -1.195)  0.0000
H (-5.651, -1.263, 1.017)  0.0001
H (-4.077, -0.690, 2.890)  -0.0001
H (-1.659, -0.697, 2.437)  0.0021
H (-1.865, -1.704, -4.363)  -0.0001
H (0.177, -0.944, -5.544)  0.0005
H (2.181, -0.296, -4.165)  -0.0002
H (1.988, -0.360, -1.713)  0.0018
C (0.097, 1.467, 2.178)  -0.0007
C (0.042, 0.773, 0.828)  -0.0093
O (1.201, 0.447, 0.253)  -0.0121
H (0.673, 2.397, 2.117)  -0.0010
H (0.601, 0.822, 2.900)  -0.0001
H (-0.900, 1.699, 2.547)  0.0001
C (-2.933, 4.729, 1.356)  0.0000
C (-2.638, 4.448, -0.112)  0.0001
N (-1.195, 4.372, -0.362)  0.0003
C (-0.465, 3.277, -0.411)  0.0010
S (-1.192, 1.677, -0.279)  0.0046
N (0.848, 3.323, -0.570)  -0.0002
C (1.643, 4.540, -0.741)  0.0000
C (1.976, 5.234, 0.576)  -0.0001
H (-4.009, 4.814, 1.505)  0.0000
H (-2.474, 5.663, 1.682)  0.0000
H (-2.557, 3.918, 1.981)  0.0000
H (-3.038, 5.243, -0.738)  0.0000
H (-3.086, 3.507, -0.418)  0.0001
H (-0.716, 5.262, -0.383)  0.0001
H (1.325, 2.432, -0.538)  -0.0001
H (1.100, 5.212, -1.410)  0.0000
H (2.559, 4.246, -1.249)  0.0000
H (1.077, 5.513, 1.128)  0.0000
H (2.542, 6.143, 0.373)  0.0000
H (2.585, 4.591, 1.211)  0.0000

Record 2
C27H39AgIN11O3Se | wB97M-V/def2-TZVPD

HOMO: -7.09 eV
Net charge: 0
Kohn-Sham gap: 7.46 eV

Last column: Löwdin charge in e.
Geometry (Å):
Ag (-0.079, 0.002, 0.393)  0.6269
N (3.968, 0.268, 1.241)  0.1815
C (3.054, -0.404, 0.512)  -0.6549
O (2.314, 0.123, -0.309)  -0.0683
C (3.123, -1.913, 0.695)  -0.5106
I (1.196, -2.828, 0.651)  0.9061
H (3.867, 1.272, 1.204)  0.1069
H (4.113, -0.108, 2.173)  0.0925
H (3.569, -2.179, 1.646)  0.0330
H (3.682, -2.343, -0.131)  0.0550
N (-2.053, -1.125, 0.937)  0.1400
C (-2.668, -2.096, 0.815)  -0.2741
N (-3.365, -3.202, 0.628)  -0.0964
C (-4.391, -3.628, 1.579)  -0.1430
C (-3.852, -4.706, 2.514)  -0.1766
C (-3.269, -5.869, 1.706)  -0.1981
C (-2.191, -5.364, 0.744)  -0.1822
C (-2.759, -4.280, -0.167)  -0.1439
H (-5.226, -4.033, 1.001)  0.1268
H (-4.747, -2.759, 2.128)  0.1289
H (-4.658, -5.056, 3.162)  0.1130
H (-3.070, -4.280, 3.150)  0.1195
H (-4.070, -6.352, 1.135)  0.1147
H (-2.848, -6.618, 2.376)  0.1107
H (-1.802, -6.181, 0.134)  0.1162
H (-1.356, -4.947, 1.316)  0.0903
H (-3.539, -4.698, -0.809)  0.1277
H (-1.981, -3.851, -0.798)  0.1105
C (1.730, -1.286, 6.426)  -0.0273
N (1.234, -0.481, 5.321)  -0.0621
C (0.167, 0.351, 5.469)  -0.0691
C (-0.295, 1.091, 4.448)  0.0026
C (0.338, 0.940, 3.155)  -0.5031
O (-0.110, 1.577, 2.155)  -0.1542
N (1.370, 0.087, 3.023)  0.1615
C (1.880, -0.580, 4.076)  -0.5234
O (2.890, -1.299, 4.013)  -0.0221
H (1.373, -0.866, 7.364)  0.0843
H (2.815, -1.286, 6.407)  0.0849
H (1.392, -2.319, 6.335)  0.0942
H (-0.278, 0.370, 6.455)  0.1232
H (-1.138, 1.757, 4.550)  0.1080
C (-0.864, 4.874, -2.801)  -0.0352
N (-0.216, 4.550, -1.551)  -0.0749
C (-0.753, 3.775, -0.566)  -0.8031
Se (-2.413, 3.031, -0.489)  0.6065
N (0.203, 3.615, 0.376)  0.1224
C (1.358, 4.277, 0.011)  -0.1740
C (2.588, 4.420, 0.630)  -0.0120
C (3.542, 5.195, -0.016)  -0.0956
C (3.275, 5.797, -1.246)  -0.0944
C (2.046, 5.643, -1.874)  -0.0099
C (1.095, 4.876, -1.222)  -0.1602
H (-1.933, 4.719, -2.676)  0.0471
H (-0.498, 4.223, -3.599)  0.0891
H (-0.670, 5.914, -3.061)  0.0916
H (0.057, 2.985, 1.179)  0.0883
H (2.793, 3.951, 1.585)  0.1123
H (4.512, 5.338, 0.442)  0.1001
H (4.039, 6.401, -1.719)  0.1000
H (1.850, 6.089, -2.840)  0.1088
C (0.728, -1.128, -2.731)  -0.2049
N (-0.195, -0.156, -2.112)  -0.1173
C (-1.542, -0.392, -2.666)  -0.1797
N (-1.566, -0.278, -4.124)  -0.0843
C (-0.614, -1.241, -4.683)  -0.1776
N (0.749, -1.018, -4.192)  -0.0862
C (1.151, 0.345, -4.550)  -0.1708
N (0.239, 1.348, -3.995)  -0.0833
C (0.223, 1.199, -2.536)  -0.1921
C (-1.114, 1.069, -4.490)  -0.1709
H (0.404, -2.137, -2.466)  0.0910
H (1.727, -0.957, -2.339)  0.1028
H (-2.225, 0.341, -2.233)  0.0963
H (-1.871, -1.395, -2.382)  0.1153
H (-0.620, -1.157, -5.772)  0.1227
H (-0.927, -2.249, -4.403)  0.1218
H (1.168, 0.437, -5.638)  0.1227
H (2.154, 0.531, -4.160)  0.1277
H (-0.502, 1.901, -2.134)  0.0475
H (1.215, 1.409, -2.135)  0.1177
H (-1.118, 1.156, -5.579)  0.1235
H (-1.807, 1.799, -4.067)  0.1218

| no. | M (g/mol) |
| --- | --- |
| 1 | 528.6 |
| 2 | 879.4 |